1.
77
Properties=species:S:1:pos:R:3 method="wB97M-V/def2-TZVPD" multiplicity=1 charge=0 total_energy_ev=-72004.2319 smiles="CCCCCC[C@@H](COC[C@@H](Cl)CC)OC.COP(=O)(OC)OC.COP(=O)(OC)OC" molar_mass_g_mol=530.960 orbital_gap_ev=6.4841
C -2.599 -3.090 -0.169
C -3.207 -1.837 -0.847
C -2.639 -1.537 -2.244
C -1.390 -0.596 -2.215
C -0.237 -1.313 -2.914
C 1.106 -0.569 -2.868
C 1.587 -0.142 -1.475
C 1.409 -1.192 -0.368
O 1.312 -0.641 0.950
C 0.088 -0.009 1.165
C 0.003 0.613 2.552
Cl 1.468 1.653 2.758
C -1.293 1.394 2.760
C -1.517 2.563 1.758
O 3.000 0.079 -1.623
C 3.553 0.907 -0.601
H -2.056 -2.811 0.739
H -1.919 -3.638 -0.823
H -3.373 -3.789 0.153
H -3.057 -0.979 -0.184
H -4.287 -1.993 -0.905
H -3.446 -1.128 -2.856
H -2.364 -2.491 -2.705
H -1.682 0.285 -2.788
H -1.204 -0.390 -1.164
H -0.513 -1.451 -3.964
H -0.072 -2.320 -2.516
H 0.970 0.355 -3.442
H 1.883 -1.122 -3.400
H 1.172 0.837 -1.217
H 2.308 -1.809 -0.354
H 0.543 -1.855 -0.490
H -0.749 -0.724 1.059
H -0.127 0.789 0.444
H 0.035 -0.198 3.281
H -2.156 0.724 2.669
H -1.338 1.823 3.763
H -2.384 3.171 2.011
H -1.719 2.135 0.774
H -0.609 3.166 1.762
H 4.082 1.732 -1.088
H 2.819 1.268 0.116
H 4.326 0.327 -0.087
C -1.617 8.357 4.916
O -0.659 7.318 5.113
P -1.277 5.774 5.369
O -2.262 5.864 4.233
O -1.908 6.239 6.812
C -1.007 6.581 7.879
O -1.627 4.160 5.686
C -3.010 3.811 5.567
H -1.127 9.294 5.181
H -1.912 8.390 3.870
H -2.496 8.224 5.545
H -1.041 7.657 8.045
H 0.021 6.291 7.662
H -1.331 6.069 8.783
H -3.277 3.681 4.520
H -3.646 4.566 6.026
H -3.158 2.859 6.078
C 3.140 -5.032 -7.546
O 1.979 -5.173 -6.725
P 2.176 -4.776 -5.139
O 2.870 -3.467 -5.197
O 3.178 -6.033 -4.837
C 2.721 -7.359 -5.137
O 1.534 -4.811 -3.630
C 2.334 -4.241 -2.593
H 3.002 -5.690 -8.403
H 3.221 -4.004 -7.894
H 4.047 -5.318 -7.018
H 3.263 -7.738 -6.004
H 1.652 -7.389 -5.351
H 2.925 -7.998 -4.281
H 2.248 -3.157 -2.610
H 3.377 -4.540 -2.685
H 1.943 -4.605 -1.644


2.
79
Properties=species:S:1:pos:R:3 method="wB97M-V/def2-TZVPD" multiplicity=1 charge=0 total_energy_ev=-56149.6317 smiles="CO[C@@](CN)(N(C(C)=O)C(C)=O)P(=O)(O)O.COCCNCCOC.COCCNCCOC" molar_mass_g_mol=520.561 orbital_gap_ev=8.5806
C 4.174 2.329 -0.922
O 4.369 2.056 -2.347
C 3.805 0.775 -2.782
C 4.679 -0.434 -2.099
N 6.205 -0.223 -2.200
N 2.314 0.637 -2.699
C 1.813 -0.126 -1.509
C 1.261 -1.677 -1.801
O 1.795 0.259 -0.232
C 1.544 1.890 -3.007
C 0.069 2.084 -2.242
O 1.868 2.862 -3.863
P 4.206 0.663 -4.690
O 2.859 0.407 -5.540
O 4.802 2.227 -5.269
O 5.266 -0.667 -5.084
H 4.685 3.387 -0.710
H 4.680 1.580 -0.182
H 3.017 2.514 -0.697
H 4.464 -1.424 -2.700
H 4.492 -0.563 -0.927
H 6.434 0.547 -2.864
H 6.476 0.171 -1.248
H 2.053 -2.262 -2.475
H 1.241 -2.261 -0.774
H 0.183 -1.703 -2.256
H 0.174 2.434 -1.130
H -0.568 2.929 -2.792
H -0.575 1.097 -2.350
H 5.536 2.520 -4.652
H 5.689 -0.382 -5.969
C 0.287 -7.776 2.517
O -1.037 -7.792 2.000
C -2.013 -7.313 2.931
C -2.580 -5.959 2.476
N -1.579 -4.892 2.598
C -1.959 -3.646 1.929
C -2.150 -3.688 0.398
O -0.945 -3.917 -0.333
C -0.582 -5.285 -0.459
H 0.932 -8.316 1.819
H 0.659 -6.752 2.600
H 0.338 -8.273 3.490
H -1.622 -7.262 3.953
H -2.830 -8.045 2.929
H -3.451 -5.708 3.090
H -2.910 -6.071 1.438
H -0.701 -5.217 2.194
H -1.162 -2.921 2.146
H -2.871 -3.254 2.395
H -2.496 -2.694 0.090
H -2.936 -4.384 0.089
H -1.453 -5.947 -0.512
H 0.073 -5.574 0.365
H -0.008 -5.401 -1.384
C -2.105 7.393 2.475
O -1.700 6.128 2.982
C -2.728 5.461 3.723
C -3.238 4.230 2.958
N -4.005 4.619 1.769
C -4.280 3.509 0.853
C -3.072 2.807 0.199
O -2.355 3.623 -0.728
C -1.388 4.480 -0.136
H -1.219 7.902 2.085
H -2.817 7.273 1.656
H -2.541 8.014 3.264
H -3.549 6.135 3.993
H -2.266 5.117 4.656
H -3.875 3.634 3.619
H -2.366 3.627 2.684
H -3.483 5.331 1.259
H -4.905 3.919 0.047
H -4.893 2.762 1.372
H -3.466 1.970 -0.389
H -2.394 2.360 0.934
H -0.931 4.043 0.757
H -1.839 5.447 0.094
H -0.598 4.660 -0.872


3.
76
Properties=species:S:1:pos:R:3 method="wB97M-V/def2-TZVPD" multiplicity=1 charge=-1 total_energy_ev=-42765.1461 molar_mass_g_mol=457.589 orbital_gap_ev=6.0393
C 4.013 -1.209 1.000
O 5.210 -1.064 0.127
C 5.268 0.333 -0.416
C 6.375 1.139 0.485
C 6.879 2.573 -0.192
C 6.340 3.904 0.598
C 4.924 4.526 -0.034
N 4.204 5.193 1.121
N 4.104 3.371 -0.563
O 2.856 3.338 -0.060
C 5.307 5.669 -1.154
O 6.291 5.468 -2.055
O 4.631 6.981 -1.193
H 4.198 -2.058 1.816
H 3.753 -0.213 1.594
H 3.070 -1.547 0.356
H 4.169 0.742 -0.333
H 5.551 0.361 -1.556
H 6.039 1.273 1.619
H 7.335 0.432 0.540
H 6.679 2.629 -1.351
H 8.067 2.562 -0.074
H 6.216 3.758 1.762
H 7.153 4.757 0.409
H 3.395 5.759 0.754
H 4.888 5.884 1.545
H 4.126 3.294 -1.604
H 2.920 2.744 0.769
C -1.222 0.645 4.240
O -1.757 -0.668 4.346
C -2.849 -0.906 3.449
C -2.439 -1.899 2.350
N -1.487 -1.294 1.413
C -0.854 -2.260 0.508
C 0.031 -3.352 1.143
O 1.228 -2.853 1.743
C 1.072 -2.385 3.072
H -0.518 0.792 5.063
H -0.678 0.769 3.300
H -2.011 1.400 4.320
H -3.248 0.024 3.025
H -3.646 -1.363 4.046
H -3.332 -2.218 1.800
H -2.006 -2.775 2.840
H -0.752 -0.826 1.941
H -0.228 -1.678 -0.178
H -1.630 -2.735 -0.103
H 0.358 -4.012 0.330
H -0.520 -3.992 1.840
H 0.310 -2.942 3.627
H 0.844 -1.320 3.068
H 2.028 -2.507 3.589
C -5.138 -2.218 -5.385
O -4.302 -1.257 -4.754
C -4.977 -0.028 -4.459
C -5.158 0.140 -2.943
N -6.144 -0.808 -2.415
C -6.163 -0.884 -0.950
C -4.885 -1.388 -0.247
O -4.590 -2.763 -0.499
C -3.873 -3.004 -1.698
H -4.509 -3.047 -5.721
H -5.876 -2.613 -4.681
H -5.642 -1.790 -6.257
H -5.933 0.058 -4.992
H -4.327 0.777 -4.820
H -5.490 1.162 -2.730
H -4.180 -0.007 -2.475
H -5.939 -1.737 -2.777
H -6.981 -1.566 -0.686
H -6.433 0.099 -0.546
H -5.062 -1.314 0.832
H -4.014 -0.756 -0.449
H -3.189 -2.188 -1.951
H -4.568 -3.192 -2.516
H -3.283 -3.915 -1.563


4.
85
Properties=species:S:1:pos:R:3 method="wB97M-V/def2-TZVPD" multiplicity=1 charge=-1 total_energy_ev=-93379.7358 molar_mass_g_mol=668.549 orbital_gap_ev=4.9031
N 11.534 3.372 3.832
C 10.579 4.109 3.662
O 9.426 4.655 3.001
S 8.037 3.795 3.492
O 8.295 2.342 3.812
O 6.974 3.890 2.401
O 7.467 4.514 4.863
O 4.224 0.060 0.553
P 3.340 0.792 1.571
O 3.910 -0.013 2.902
C 5.174 0.397 3.419
C 5.095 1.762 4.077
O 1.994 -0.131 1.235
C 1.863 -0.866 0.024
C 2.328 -2.296 0.230
O 2.365 1.708 2.645
C 1.081 1.316 3.110
C 1.107 0.121 4.043
H 5.922 0.396 2.621
H 5.478 -0.348 4.160
H 4.876 2.537 3.338
H 6.040 2.013 4.562
H 4.295 1.789 4.822
H 2.385 -0.377 -0.802
H 0.801 -0.873 -0.242
H 3.348 -2.340 0.620
H 2.289 -2.855 -0.708
H 1.694 -2.799 0.966
H 0.393 1.167 2.274
H 0.686 2.172 3.668
H 1.454 -0.785 3.542
H 0.106 -0.077 4.435
H 1.786 0.300 4.882
O -0.449 -3.241 -2.352
P -1.748 -4.054 -2.220
O -1.031 -5.498 -2.613
C -0.290 -6.155 -1.592
C -1.198 -6.716 -0.512
O -2.291 -3.615 -3.726
C -1.827 -2.449 -4.396
C -0.680 -2.796 -5.327
O -3.195 -4.956 -2.044
C -4.090 -5.279 -3.103
C -3.526 -6.265 -4.107
H 0.444 -5.467 -1.162
H 0.259 -6.972 -2.066
H -1.696 -5.910 0.035
H -0.626 -7.310 0.204
H -1.981 -7.342 -0.948
H -1.559 -1.661 -3.689
H -2.663 -2.064 -4.989
H 0.133 -3.302 -4.800
H -0.280 -1.897 -5.801
H -1.020 -3.483 -6.108
H -4.462 -4.373 -3.585
H -4.963 -5.741 -2.629
H -2.672 -5.856 -4.651
H -4.288 -6.539 -4.840
H -3.178 -7.173 -3.604
O -1.858 3.209 1.392
P -2.393 4.106 0.270
O -3.984 4.010 0.732
C -4.392 4.814 1.831
C -4.418 6.288 1.469
O -2.359 2.896 -0.863
C -1.547 1.738 -0.712
C -2.341 0.610 -0.080
O -2.898 5.171 -0.974
C -3.369 4.765 -2.255
C -4.713 4.065 -2.224
H -3.733 4.637 2.688
H -5.397 4.490 2.114
H -3.410 6.657 1.265
H -4.838 6.880 2.286
H -5.013 6.457 0.568
H -0.634 1.961 -0.155
H -1.231 1.432 -1.714
H -2.787 0.909 0.871
H -1.705 -0.262 0.093
H -3.169 0.317 -0.733
H -2.612 4.174 -2.776
H -3.479 5.684 -2.840
H -4.670 3.114 -1.688
H -5.058 3.859 -3.240
H -5.459 4.683 -1.716


5.
76
Properties=species:S:1:pos:R:3 method="wB97M-V/def2-TZVPD" multiplicity=1 charge=0 total_energy_ev=-41043.1948 smiles="CCOCCOCOC(=O)NCB(O)O.CCOCC.CCOCC.CCOCC" molar_mass_g_mol=443.387 orbital_gap_ev=9.5624
C -1.974 2.193 1.991
C -1.724 1.118 3.042
O -2.902 0.510 3.544
C -3.697 -0.165 2.599
C -2.991 -1.311 1.890
O -2.488 -2.241 2.838
C -2.932 -3.559 2.728
O -1.849 -4.467 2.894
C -0.689 -3.952 3.416
O -0.539 -3.746 4.598
N 0.333 -3.852 2.483
C -0.009 -3.530 1.089
B 1.237 -3.438 0.106
O 2.538 -3.670 0.495
O 0.989 -3.141 -1.219
H -2.199 1.783 1.002
H -2.769 2.872 2.309
H -1.061 2.791 1.888
H -1.024 0.369 2.649
H -1.243 1.571 3.914
H -4.111 0.515 1.840
H -4.542 -0.574 3.162
H -3.701 -1.772 1.195
H -2.151 -0.928 1.297
H -3.349 -3.755 1.735
H -3.675 -3.786 3.502
H 0.979 -3.177 2.875
H -0.721 -4.269 0.713
H -0.520 -2.553 1.048
H 2.774 -3.175 1.285
H 0.215 -2.569 -1.268
C -1.433 -0.266 -4.973
C -0.391 0.750 -4.536
O 0.424 0.319 -3.463
C 1.195 -0.851 -3.698
C 2.161 -0.738 -4.863
H -2.074 -0.541 -4.134
H -2.058 0.158 -5.760
H -0.980 -1.176 -5.365
H -0.886 1.649 -4.169
H 0.227 1.054 -5.389
H 0.539 -1.721 -3.824
H 1.752 -1.013 -2.776
H 1.647 -0.592 -5.814
H 2.751 -1.651 -4.944
H 2.837 0.105 -4.726
C -3.520 0.679 7.027
C -2.033 0.541 6.761
O -1.302 1.749 6.915
C -1.338 2.338 8.201
C -0.783 1.455 9.306
H -3.952 1.441 6.376
H -4.018 -0.271 6.826
H -3.734 0.952 8.061
H -1.883 0.248 5.725
H -1.600 -0.253 7.380
H -2.355 2.664 8.448
H -0.731 3.239 8.114
H -1.372 0.547 9.441
H -0.789 1.997 10.252
H 0.243 1.160 9.080
C 3.721 2.261 -9.106
C 3.211 2.302 -7.676
O 3.922 1.465 -6.783
C 5.303 1.738 -6.633
C 5.609 3.133 -6.116
H 3.704 1.240 -9.489
H 3.089 2.881 -9.743
H 4.742 2.636 -9.190
H 2.184 1.936 -7.643
H 3.191 3.333 -7.305
H 5.837 1.552 -7.572
H 5.657 0.996 -5.917
H 5.286 3.910 -6.811
H 6.683 3.247 -5.970
H 5.108 3.305 -5.163


6.
83
Properties=species:S:1:pos:R:3 method="wB97M-V/def2-TZVPD" multiplicity=1 charge=0 total_energy_ev=-144663.9042 smiles="CC(=O)OCCN(CC(=O)Br)C(=O)OS.CN(C)P(=O)(N(C)C)N(C)C.CN(C)P(=O)(N(C)C)N(C)C" molar_mass_g_mol=658.538 orbital_gap_ev=8.2953
C -4.046 -3.989 -0.710
C -3.577 -4.693 0.532
O -3.287 -4.117 1.542
O -3.497 -6.055 0.410
C -2.190 -6.582 0.616
C -1.107 -5.818 -0.144
N -0.025 -6.693 -0.613
C 0.648 -7.461 0.436
C 1.507 -6.623 1.386
O 2.685 -6.654 1.359
Br 0.640 -5.458 2.686
C 0.931 -5.996 -1.415
O 1.243 -6.392 -2.491
O 1.562 -4.887 -0.883
S 0.861 -3.403 -1.283
H -3.146 -3.606 -1.193
H -4.760 -3.209 -0.476
H -4.471 -4.713 -1.401
H -1.921 -6.604 1.673
H -2.205 -7.606 0.245
H -0.774 -4.983 0.470
H -1.556 -5.364 -1.028
H 1.345 -8.140 -0.052
H -0.032 -8.079 1.018
H 0.915 -2.822 -0.067
C 2.249 2.215 2.447
N 1.044 1.409 2.389
C 0.195 1.819 1.279
P 1.078 -0.303 2.582
O 1.572 -0.755 1.233
N 2.352 -0.947 3.554
C 3.278 -0.157 4.331
C 2.990 -2.146 3.031
N 0.045 -0.262 3.922
C -0.559 0.910 4.537
C -0.226 -1.513 4.622
H 1.998 3.259 2.255
H 3.010 1.902 1.717
H 2.688 2.207 3.444
H -0.773 1.309 1.328
H 0.653 1.588 0.309
H -0.015 2.890 1.319
H 4.007 0.371 3.702
H 3.837 -0.802 5.014
H 2.755 0.564 4.964
H 3.768 -1.919 2.290
H 2.254 -2.786 2.558
H 3.444 -2.726 3.839
H 0.193 1.522 5.039
H -1.298 0.602 5.280
H -1.094 1.529 3.821
H 0.320 -1.549 5.569
H 0.078 -2.371 4.025
H -1.293 -1.630 4.825
C 1.593 5.785 -3.179
N 0.941 4.568 -2.739
C 1.708 3.942 -1.671
P -0.776 4.484 -2.458
O -0.778 5.214 -1.138
N -1.748 5.584 -3.361
C -1.257 6.431 -4.421
C -2.822 6.237 -2.621
N -0.907 3.298 -3.670
C 0.157 2.728 -4.482
C -2.242 2.833 -4.034
H 2.670 5.619 -3.243
H 1.414 6.636 -2.507
H 1.290 6.060 -4.189
H 1.301 2.956 -1.429
H 1.704 4.542 -0.752
H 2.743 3.789 -1.985
H -0.644 7.259 -4.042
H -2.096 6.864 -4.971
H -0.683 5.860 -5.155
H -2.474 7.116 -2.065
H -3.276 5.551 -1.908
H -3.610 6.551 -3.311
H 0.552 3.465 -5.184
H -0.226 1.882 -5.056
H 0.977 2.338 -3.884
H -2.547 3.255 -4.996
H -2.978 3.129 -3.289
H -2.278 1.742 -4.100


Repeat the fifth record exactly.
76
Properties=species:S:1:pos:R:3 method="wB97M-V/def2-TZVPD" multiplicity=1 charge=0 total_energy_ev=-41043.1948 smiles="CCOCCOCOC(=O)NCB(O)O.CCOCC.CCOCC.CCOCC" molar_mass_g_mol=443.387 orbital_gap_ev=9.5624
C -1.974 2.193 1.991
C -1.724 1.118 3.042
O -2.902 0.510 3.544
C -3.697 -0.165 2.599
C -2.991 -1.311 1.890
O -2.488 -2.241 2.838
C -2.932 -3.559 2.728
O -1.849 -4.467 2.894
C -0.689 -3.952 3.416
O -0.539 -3.746 4.598
N 0.333 -3.852 2.483
C -0.009 -3.530 1.089
B 1.237 -3.438 0.106
O 2.538 -3.670 0.495
O 0.989 -3.141 -1.219
H -2.199 1.783 1.002
H -2.769 2.872 2.309
H -1.061 2.791 1.888
H -1.024 0.369 2.649
H -1.243 1.571 3.914
H -4.111 0.515 1.840
H -4.542 -0.574 3.162
H -3.701 -1.772 1.195
H -2.151 -0.928 1.297
H -3.349 -3.755 1.735
H -3.675 -3.786 3.502
H 0.979 -3.177 2.875
H -0.721 -4.269 0.713
H -0.520 -2.553 1.048
H 2.774 -3.175 1.285
H 0.215 -2.569 -1.268
C -1.433 -0.266 -4.973
C -0.391 0.750 -4.536
O 0.424 0.319 -3.463
C 1.195 -0.851 -3.698
C 2.161 -0.738 -4.863
H -2.074 -0.541 -4.134
H -2.058 0.158 -5.760
H -0.980 -1.176 -5.365
H -0.886 1.649 -4.169
H 0.227 1.054 -5.389
H 0.539 -1.721 -3.824
H 1.752 -1.013 -2.776
H 1.647 -0.592 -5.814
H 2.751 -1.651 -4.944
H 2.837 0.105 -4.726
C -3.520 0.679 7.027
C -2.033 0.541 6.761
O -1.302 1.749 6.915
C -1.338 2.338 8.201
C -0.783 1.455 9.306
H -3.952 1.441 6.376
H -4.018 -0.271 6.826
H -3.734 0.952 8.061
H -1.883 0.248 5.725
H -1.600 -0.253 7.380
H -2.355 2.664 8.448
H -0.731 3.239 8.114
H -1.372 0.547 9.441
H -0.789 1.997 10.252
H 0.243 1.160 9.080
C 3.721 2.261 -9.106
C 3.211 2.302 -7.676
O 3.922 1.465 -6.783
C 5.303 1.738 -6.633
C 5.609 3.133 -6.116
H 3.704 1.240 -9.489
H 3.089 2.881 -9.743
H 4.742 2.636 -9.190
H 2.184 1.936 -7.643
H 3.191 3.333 -7.305
H 5.837 1.552 -7.572
H 5.657 0.996 -5.917
H 5.286 3.910 -6.811
H 6.683 3.247 -5.970
H 5.108 3.305 -5.163